# F3NO2S

The molecule F3NO2S in a non-equilibrium geometry (the ωB97M-V functional and the def2-TZVPD basis, OMol25).

Each line ends with the Mulliken charge.
Geometry (Å):
O 0.91088 -1.44216 1.08802  -0.44
S 0.60276 -0.28075 0.35431  1.11
O 1.03472 1.20303 0.76079  -0.45
F 1.08744 -0.57852 -1.20979  -0.24
N -1.00292 -0.26681 -0.16550  0.27
F -1.49968 0.63967 0.71224  -0.14
F -1.02451 0.34901 -1.34457  -0.11

Summary:
Total energy in a.u.: -902.80305
Lowest unoccupied orbital energy in hartree: 0.0018
SMILES string: O=S(=O)(F)N(F)F
HOMO-LUMO gap in Ha: 0.459